Entry 1:
The following is a DFT calculation (ωB97M-V/def2-TZVPD) of 12 unconnected molecules or ions with the total composition C20H64N14O12 in a non-equilibrium geometry.

Results
SMILES: NC(N)=O.NC(N)=O.NC(N)=O.NC(N)=O.NC(N)=O.NC(N)=O.NC(N)=O.CC(C)O.CC(C)O.CC(C)O.CC(C)O.CO
Frontier orbital gap, eV: 8.4
Molecular weight, g/mol: 692.82
E_tot, hartree: -2469.65495
HOMO, hartree: -0.321
Energy relative to the best compared isomer or geometry (same formula, charge and spin), kcal/mol: 336.1

ORCA input file:
```
! wB97M-V def2-TZVPD RIJCOSX def2/J DEFGRID3
* xyz 0 1
O -0.24851 -4.58359 -2.38922
O 0.17449 3.53541 1.60878
O -0.88251 1.31041 0.49278
O 4.64949 1.57841 -0.77722
O -3.21851 1.45241 3.88278
O -0.00951 3.69941 -1.01122
O -1.27651 -3.66259 3.26778
O -5.43651 -0.29659 1.32778
O 2.85849 -1.19359 -4.00622
O -0.59451 1.50741 -3.23422
O -4.25951 2.76541 -1.17722
O 2.98349 -3.22859 3.82678
N 2.81849 0.61541 0.32178
N -1.69351 0.88541 5.45478
N -3.64951 -0.46459 -0.29122
N -2.25551 -1.89959 2.26378
N -0.06151 -0.00159 -1.17522
N 2.04349 -1.66459 -1.86222
N -3.36051 0.83741 1.28778
N -0.77951 1.28041 3.52178
N 0.41149 5.41641 -2.51022
N 1.93449 3.82741 -2.40122
N 2.51649 1.27741 -1.72022
N 1.69249 -3.09459 -3.52222
N 0.20449 -0.86059 0.74678
N -0.44851 -1.36559 3.41178
C 1.41449 3.66141 1.89278
C -2.52051 0.19941 -3.30022
C -1.29351 0.74141 -3.96222
C -1.61151 -2.94259 -1.91522
C 2.18249 -2.00859 -3.15422
C 1.72149 2.71341 3.02578
C -1.32051 -2.28359 3.02878
C 2.75049 -2.16759 1.83878
C -4.20851 0.01341 0.77278
C 1.79149 5.07741 2.12178
C 2.74749 -4.70159 2.13478
C -1.91351 1.22341 4.23178
C -0.07951 -3.83159 -0.18522
C 2.38649 -3.33759 2.74278
C -0.22251 0.15841 0.08178
C -0.44751 -0.28259 -4.70222
C 3.35049 1.16641 -0.72022
C -0.90751 -4.15859 -1.41522
C 0.78249 4.24341 -2.01622
C -2.84951 2.81741 -1.41822
H 0.65649 -0.69059 -1.34322
H -0.03651 -0.99859 1.74778
H 0.07949 1.75741 -3.82622
H 0.05449 3.41241 0.69078
H -2.67651 -0.28259 -0.42122
H 1.70849 1.69441 2.67178
H 0.94949 -3.41159 -2.95422
H 3.79349 -4.89859 1.95378
H 1.15549 5.51941 2.90378
H -2.41551 -0.87459 2.05478
H 2.63049 4.60941 -2.40922
H 2.37849 -2.25359 0.86078
H 0.08449 0.85941 3.82778
H -1.01751 -2.03159 -2.03022
H -2.51251 3.84341 -1.09622
H 2.50849 -2.36059 -1.30322
H -1.00951 -0.75659 -5.52622
H -0.76351 -0.33759 3.52378
H 1.03649 2.77541 3.83578
H -0.56751 -3.11859 0.49178
H -0.67151 1.97041 2.75478
H -0.90151 -4.98359 -3.03222
H -2.76551 2.85141 -2.51422
H 0.84449 5.86941 -3.31522
H -2.42451 1.12841 0.91078
H 2.44749 -0.68459 -1.79622
H 0.34249 -1.76559 0.31378
H 3.45949 0.64341 1.05078
H 3.81649 -2.14659 1.61578
H 2.15949 -4.98559 1.26678
H 0.49049 0.09441 -5.02322
H -2.42951 0.08941 -2.23522
H -1.74151 1.36641 -4.82122
H -2.00551 -3.22159 -2.90022
H 1.54649 1.02241 -1.66022
H -2.32851 -2.69859 -1.20422
H 2.79849 5.08741 2.45178
H 2.46549 -1.19359 2.22578
H -2.78851 -0.78959 -3.69722
H -0.19151 -1.05359 -3.99822
H -3.45151 0.79441 -3.41022
H 2.72149 2.90041 3.38578
H 2.37849 -2.74659 4.37578
H -0.37851 0.73741 -1.95822
H -2.54851 0.78241 5.99878
H 2.95549 1.34741 -2.64922
H 1.99649 -0.00559 0.42278
H 1.56149 -3.17959 -4.54522
H 2.53349 -5.40359 2.87378
H -0.78351 0.65141 5.91178
H 1.81749 5.56041 1.13878
H -1.62451 -4.92759 -1.15822
H 1.88349 3.37241 0.93278
H 0.14549 -4.73559 0.32178
H 1.36149 -3.29959 2.89578
H -2.87551 -2.62759 1.88978
H -3.64651 1.15941 2.17878
H 0.23349 -1.56059 4.20178
H -4.23551 -0.88559 -0.98722
H -4.32551 2.15741 -0.47222
H -0.59751 5.53041 -2.41122
H 0.93649 -3.48659 -0.42022
H -2.37551 1.87441 -1.01322
H 2.29249 2.96041 -1.96822
*
```

Here are the Mulliken charges for atoms 1 to 4, given in e: -0.613, -0.545, -0.551, -0.849

Entry 2:
The following is a DFT calculation (ωB97M-V/def2-TZVPD) of a single C6H10N4 molecule in a non-equilibrium geometry.

Results
SMILES: [H]/N=C/N=N/C=C(C)/C(C)=N/[H]
Frontier orbital gap (spin up / spin down), eV: 7.2 / 6.9
Molecular weight, g/mol: 138.17
E_tot, hartree: -453.45658
HOMO (spin up / spin down), hartree: -0.310 / -0.287
Energy relative to the best compared isomer or geometry (same formula, charge and spin), kcal/mol: 122.0

ORCA input file:
```
! wB97M-V def2-TZVPD RIJCOSX def2/J DEFGRID3
* xyz 0 1
N 2.33101 0.59886 0.03302
N 4.18271 -0.10098 -1.29536
N 1.54161 0.71721 1.01896
N -2.13866 0.40782 1.99940
C 0.25966 0.64808 1.05778
C -0.56601 -0.14345 0.24718
C -0.24199 -0.77866 -1.02143
C -3.07276 -0.49038 -0.16891
C 3.64810 0.55909 -0.34971
C -1.89956 -0.08799 0.80130
H -0.90531 -1.52750 -1.27300
H 5.06749 0.29383 -1.55699
H -3.15980 0.40212 2.25937
H 0.04556 0.97102 2.15718
H -3.15784 0.23718 -0.98076
H -2.73971 -1.43620 -0.54156
H -4.02438 -0.48995 0.40514
H 0.86942 -0.99535 -1.14825
H 4.21672 1.31722 0.21484
H -0.25625 -0.10198 -1.85823
*
```

Here are the natural (NBO) charges for atoms 1 to 4, given in e: -0.211, -0.664, -0.108, -0.631

Entry 3:
The following is a DFT calculation (ωB97M-V/def2-TZVPD) of a gas-phase ion, C4H6NO (charge +1) in a non-equilibrium geometry.

Results
Frontier orbital gap, eV: 9.2
Molecular weight, g/mol: 84.10
E_tot, hartree: -285.64539
HOMO, hartree: -0.537
Energy relative to the best compared isomer or geometry (same formula, charge and spin), kcal/mol: 48.2

ORCA input file:
```
! wB97M-V def2-TZVPD RIJCOSX def2/J DEFGRID3
* xyz 1 1
O -2.61075 -0.68256 -0.27942
N 1.08890 -0.34615 0.48468
C -0.92926 0.97165 0.44184
C -1.90351 0.10833 0.07247
C 0.36015 0.57720 -0.38441
C 1.59773 -1.36497 -0.01719
H 0.12688 0.13664 -1.35118
H 1.48605 -1.58580 -1.05572
H 0.90421 1.54952 -0.33336
H -1.08151 2.02831 0.39352
H 1.82884 -2.11049 0.58625
H -0.86773 0.71832 1.44252
*
```

Here are the natural (NBO) charges for atoms 1 to 4, given in e: -0.222, -0.419, -0.637, 0.969

Entry 4:
The following is a DFT calculation (ωB97M-V/def2-TZVPD) of a molecular structure, C13H19BeCl3F4N8O8S4 in a non-equilibrium geometry.

Results
Frontier orbital gap, eV: 7.9
Molecular weight, g/mol: 734.97
E_tot, hartree: -4934.02080
HOMO, hartree: -0.389

ORCA input file:
```
! wB97M-V def2-TZVPD RIJCOSX def2/J DEFGRID3
* xyz 0 1
Cl 9.32311 12.02053 16.29968
Cl 6.60737 12.77846 15.31756
Cl 6.83049 10.98124 17.54566
S 8.95466 7.74605 14.38880
S 12.61949 12.39519 10.31616
S 10.55169 12.55889 9.47932
S 9.80101 6.27906 12.62578
F 10.16189 6.44515 11.06626
F 9.13124 11.83266 9.40498
F 9.49799 9.13965 14.91898
F 13.35046 11.50161 11.44374
O 12.73547 13.73446 10.82698
O 10.05715 13.85076 9.88216
O 9.57136 7.02243 15.46716
O 10.95320 12.47738 8.08522
O 7.53243 7.93826 14.32116
O 10.97517 5.46028 13.05866
O 8.45237 5.69497 12.60872
O 13.48931 11.98974 9.20916
N 9.00197 11.49404 13.01910
N 7.69365 9.28857 10.93720
N 11.14829 11.60580 10.55706
N 9.88972 7.79109 12.88086
N 10.24913 8.76286 8.85188
N 6.01432 8.09777 7.66754
N 11.98100 10.37853 13.82754
N 12.66061 7.85270 11.23840
C 8.98926 12.64925 13.11712
C 7.41451 10.25667 7.25428
C 11.17808 7.64089 6.69016
C 12.24318 9.56306 14.58036
C 6.60807 9.07301 7.49740
C 14.31582 5.80588 11.69342
C 5.66814 7.82562 11.76882
C 6.80299 8.63784 11.30408
C 10.63438 8.24404 7.90954
C 8.99874 14.09273 13.31270
C 7.63159 11.48219 16.02817
C 12.54846 8.47557 15.44036
C 13.35359 6.90645 11.44224
Be 10.58581 9.59551 11.65882
H 14.88887 6.08842 12.57652
H 10.63904 8.07592 5.84856
H 6.88189 10.94969 6.60302
H 13.82917 4.83256 11.75600
H 6.13035 6.93023 12.18444
H 13.63387 8.37807 15.41880
H 12.17926 8.05879 6.58484
H 9.64639 14.49768 12.53510
H 11.21795 6.55287 6.63794
H 12.20956 7.54954 14.97590
H 12.13409 8.48646 16.44846
H 7.66187 10.64217 15.33424
H 9.37782 14.34467 14.30310
H 7.58350 10.73447 8.21928
H 5.00024 7.48369 10.97820
H 5.07413 8.45681 12.42976
H 8.34517 9.93112 6.78952
H 15.00072 5.70746 10.85120
H 7.99625 14.47991 13.13042
*
```

Here are the natural (NBO) charges for atoms 1 to 4, given in e: 0.005, -0.006, 0.017, 2.392

Entry 5:
The following is a DFT calculation (ωB97M-V/def2-TZVPD) of 2 unconnected molecules or ions with the total composition C7H10O3 in a non-equilibrium geometry.

Results
Frontier orbital gap (spin up / spin down), eV: 8.1 / 8.0
Molecular weight, g/mol: 142.15
E_tot, hartree: -498.22108
HOMO (spin up / spin down), hartree: -0.273 / -0.271
Energy relative to the best compared isomer or geometry (same formula, charge and spin), kcal/mol: 139.1

ORCA input file:
```
! wB97M-V def2-TZVPD RIJCOSX def2/J DEFGRID3
* xyz 0 1
O 1.51091 0.88041 0.97090
O 0.02211 -0.74038 -1.76926
O -1.01057 0.23568 2.11078
C 1.62097 0.23420 -0.28186
C 0.40279 -0.36580 -0.70634
C -2.74216 -0.99659 0.68956
C 2.84949 -0.50539 -0.75985
C -2.77446 0.50935 0.24127
C 2.42171 0.74666 -1.38424
C -1.58602 -0.08990 0.93338
H 2.11104 0.82754 -2.39701
H -3.40572 1.19284 0.68042
H 0.56174 1.27275 0.91463
H -3.35701 -1.35718 1.51537
H -2.81532 -1.85010 -0.04879
H -2.61311 0.71302 -0.74416
H 3.68016 -0.35120 -0.06837
H -0.85023 -0.49516 2.66060
H 2.88746 -1.43124 -1.29081
H 3.08623 1.57050 -1.26623
*
```

Here are the natural (NBO) charges for atoms 1 to 4, given in e: -0.678, -0.522, -0.695, 0.051

> Number 5 is which compound?

C7H10O3

> Which of these has the highest E_tot?

C4H6NO